Formula: C3H9NO2S
Source: the Open Molecules 2025 dataset
Level of theory: ωB97M-V/def2-TZVPD

Each atom is followed by the atoms it is bonded to, with distances in Å.
Geometry (Å):
1 C 0.5655 -1.2662 -0.7534  N4 1.468, H8 1.117, H9 1.139, H10 1.050
2 C 0.6071 1.2371 -0.6181  N4 1.505, H11 1.119, H12 1.083, H13 1.091
3 C 0.4464 0.0101 1.3367  N4 1.415, H14 1.097, H15 1.191, H16 1.066
4 N 0.1203 -0.0636 -0.0381  C1 1.468, C2 1.505, C3 1.415, S7 2.165
5 O -2.5886 1.3052 0.0812  S7 1.513
6 O -2.2925 -1.1417 0.3669  S7 1.430
7 S -2.0073 0.0070 -0.4351  N4 2.165, O5 1.513, O6 1.430
8 H 0.4109 -2.2392 -0.2278  C1 1.117
9 H -0.1375 -1.3926 -1.6407  C1 1.139
10 H 1.5894 -1.2137 -0.9802  C1 1.050
11 H -0.1762 1.9130 -0.1909  C2 1.119
12 H 1.6014 1.4835 -0.2669  C2 1.083
13 H 0.4632 1.1105 -1.6923  C2 1.091
14 H -0.1970 0.8567 1.6061  C3 1.097
15 H 0.1358 -0.9289 2.0008  C3 1.191
16 H 1.4590 0.3230 1.4518  C3 1.066

Results
highest occupied orbital energy (spin up / spin down): -5.62 / -10.09 eV
multiplicity: 3